one.
A cluster of 11 separate species, C6H35NO10 in total. Source: the OMol25 dataset; level of theory: the ωB97M-V functional and the def2-TZVPD basis.

Last column: Mulliken charge in e.
Atoms and positions in Å:
C1 -0.02 -1.73 1.55  -0.620
N1 0.68 -0.56 0.93  0.091
C2 -0.38 0.48 0.59  -0.554
C3 -1.56 0.01 -0.23  0.150
C4 -2.26 1.27 -0.82  0.730
C5 -1.46 2.28 -1.70  -1.402
C6 -2.96 1.94 0.38  -1.725
H1 -0.78 -2.41 1.10  0.238
H2 -0.24 -1.51 2.61  0.203
H3 0.66 -2.53 1.77  0.435
H4 1.08 -0.73 0.03  0.259
H5 0.22 1.31 0.27  -0.134
H6 -0.70 0.75 1.62  0.325
H7 -0.98 -0.58 -0.96  -0.544
H8 -2.22 -0.70 0.25  0.285
H9 -3.04 0.84 -1.44  0.485
H10 -0.61 1.79 -2.13  0.261
H11 -1.54 3.27 -1.21  0.359
H12 -2.07 2.37 -2.60  0.401
H13 -3.69 1.32 0.92  0.357
H14 -3.64 2.69 -0.15  0.447
H15 -2.42 2.60 1.02  0.388
O1 2.09 0.22 -1.67  -0.637
H16 1.39 0.86 -1.54  0.234
H17 2.83 0.59 -1.16  0.233
O2 3.73 2.33 -0.88  -0.668
H18 3.30 2.39 -0.01  0.397
H19 3.74 3.30 -0.90  0.285
O3 1.22 2.85 3.14  -0.733
H20 0.37 2.79 3.58  0.330
H21 1.43 1.91 2.96  0.306
O4 -0.74 -3.29 -2.68  -0.744
H22 0.07 -3.65 -3.07  0.282
H23 -0.34 -2.44 -2.42  0.542
O5 -1.94 -3.59 -0.05  -0.592
H24 -2.78 -4.03 -0.26  0.292
H25 -1.41 -3.85 -0.81  0.269
O6 -3.15 -1.68 2.30  -0.662
H26 -2.55 -1.94 3.02  0.347
H27 -2.71 -1.87 1.47  0.259
O7 2.42 0.10 2.90  -0.810
H28 1.81 -0.36 2.27  0.386
H29 3.29 0.05 2.48  0.287
O8 2.49 -3.05 -1.01  -0.639
H30 2.43 -2.44 -1.77  0.372
H31 1.85 -3.69 -1.36  0.290
O9 2.03 3.67 0.63  -0.643
H32 1.67 3.22 1.43  0.394
H33 2.06 4.55 1.04  0.305
O10 1.05 -2.04 -3.03  -0.741
H34 0.91 -1.75 -3.93  0.263
H35 1.36 -1.33 -2.44  0.360

The molecular weight is 281.3 g mol⁻¹. As for the SMILES: CNCCC(C)C.O.O.O.O.O.O.O.O.O.O. For the LUMO energy, the calculation gives 0.20 eV.


two.
A cluster of 11 separate species, C6H35NO10 in total. Source: the OMol25 dataset; level of theory: the ωB97M-V functional and the def2-TZVPD basis.

Last column: Mulliken charge in e.
Atoms and positions in Å:
C1 -0.21 3.12 -0.10  -1.065
N1 -0.28 2.16 1.02  0.113
C2 1.00 1.63 1.41  0.308
C3 2.12 2.59 1.74  -1.836
C4 0.80 0.46 2.47  2.068
C5 2.02 -0.44 2.59  -1.402
C6 0.14 1.11 3.71  -1.727
H1 -0.01 4.12 0.29  0.328
H2 -1.10 3.06 -0.72  0.414
H3 0.49 2.83 -0.88  0.356
H4 -0.70 2.65 1.80  0.273
H5 1.41 1.03 0.60  -0.113
H6 3.09 2.15 1.96  0.366
H7 2.45 3.20 0.89  0.403
H8 1.85 3.37 2.46  0.421
H9 -0.04 -0.12 2.08  -0.764
H10 3.03 -0.17 2.31  0.303
H11 1.94 -0.84 3.61  0.379
H12 1.88 -1.34 1.98  0.309
H13 0.88 1.69 4.27  0.401
H14 -0.24 0.35 4.39  0.461
H15 -0.75 1.64 3.40  0.376
O1 0.78 -1.03 -0.14  -0.558
H16 0.91 -0.08 -0.20  0.144
H17 1.48 -1.40 -0.70  0.290
O2 -2.94 -0.25 -0.69  -0.580
H18 -3.04 -1.05 -1.20  0.347
H19 -2.02 -0.19 -0.43  0.218
O3 -1.04 -2.85 -1.28  -0.604
H20 -0.73 -2.00 -0.94  0.265
H21 -0.55 -3.66 -1.26  0.244
O4 -2.07 -0.74 1.77  -0.549
H22 -1.58 0.09 1.67  0.247
H23 -3.02 -0.69 1.71  0.277
O5 -2.24 -3.37 1.75  -0.665
H24 -2.07 -3.08 0.85  0.341
H25 -1.87 -2.70 2.33  0.318
O6 -1.19 0.06 -3.39  -0.512
H26 -1.21 -0.90 -3.22  0.343
H27 -0.76 0.04 -4.26  0.241
O7 -0.78 -2.64 -3.91  -0.668
H28 -1.60 -2.97 -3.52  0.318
H29 -0.16 -3.33 -3.66  0.283
O8 1.71 0.53 -3.36  -0.620
H30 1.04 -0.10 -3.11  0.323
H31 2.58 0.23 -3.60  0.284
O9 -2.54 2.31 -2.17  -0.665
H32 -3.19 1.63 -2.37  0.293
H33 -1.84 1.76 -2.56  0.320
O10 2.73 -2.25 -1.91  -0.637
H34 2.08 -2.92 -2.16  0.285
H35 3.32 -2.72 -1.30  0.305

The molecular weight is 281.3 g mol⁻¹. As for the SMILES: CN[C@@H](C)C(C)C.O.O.O.O.O.O.O.O.O.O. For the LUMO energy, the calculation gives -0.55 eV.


Which is most stable, and by how much? two, by 0.610 eV.